No. 1
DFT (ωB97M-V with the def2-TZVPD basis set) results for a cluster of 10 separate species, C84H182N10O12 in total at a distorted geometry.

Computed properties:
* lowest unoccupied orbital energy: 0.508 eV
* gap between HOMO and LUMO: 0.3046 hartree
* SMILES string: CC1(C)CCCC(C)(C)N1O.CC1(C)CCCC(C)(C)N1O.CC1(C)CCCC(C)(C)N1O.CC1(C)CCCC(C)(C)N1O.CC1(C)CCCC(C)(C)N1O.CC1(C)CCCC(C)(C)N1O.CC1(C)CCCC(C)(C)N1O.CC1(C)CCCC(C)(C)N1O.COCCNCCOC.COCCNCCOC

Atoms and positions in Å:
1 O 16.464 12.285 16.231
2 O 10.194 7.563 6.709
3 O 18.884 10.905 10.656
4 O 13.425 8.515 15.570
5 O 9.371 9.319 17.361
6 O 13.202 -1.449 5.766
7 O 4.268 5.770 11.163
8 O 10.770 8.313 11.607
9 O 14.085 2.424 15.001
10 O 12.841 7.329 6.678
11 O 9.936 3.550 9.352
12 O 8.415 -2.902 10.095
13 N 13.235 1.625 14.286
14 N 11.813 6.682 9.675
15 N 8.158 9.202 16.771
16 N 13.922 6.788 6.024
17 N 7.252 -2.569 10.776
18 N 17.840 10.558 11.545
19 N 9.383 8.133 5.718
20 N 13.303 -0.302 6.579
21 N 13.792 11.418 15.416
22 N 5.008 5.203 12.221
23 C 7.238 4.479 12.943
24 C 15.463 10.596 12.277
25 C 8.272 7.304 5.236
26 C 16.307 12.089 10.415
27 C 7.640 7.974 4.006
28 C 7.049 6.158 11.127
29 C 7.823 11.664 16.351
30 C 16.020 9.609 10.004
31 C 18.306 8.077 11.880
32 C 5.975 -4.396 9.963
33 C 14.120 2.057 6.808
34 C 7.191 9.388 4.286
35 C 8.893 5.953 4.738
36 C 14.865 5.993 3.789
37 C 15.417 0.343 5.506
38 C 11.455 3.325 14.535
39 C 13.807 0.356 13.770
40 C 12.705 7.226 10.695
41 C 3.698 2.947 12.283
42 C 12.321 -1.211 8.601
43 C 8.900 3.132 8.406
44 C 18.263 9.512 12.516
45 C 19.610 9.862 13.227
46 C 14.083 11.834 16.839
47 C 10.872 9.639 11.165
48 C 7.964 -0.016 10.778
49 C 11.489 5.321 10.048
50 C 9.223 9.604 5.875
51 C 13.588 6.453 4.632
52 C 14.307 -0.469 14.951
53 C 17.220 9.433 13.661
54 C 16.054 6.954 3.924
55 C 17.526 13.146 16.167
56 C 15.170 7.476 6.361
57 C 12.215 2.432 13.541
58 C 10.733 -0.060 6.851
59 C 5.814 9.488 14.967
60 C 6.618 3.381 13.846
61 C 6.062 -2.890 10.050
62 C 10.578 10.331 6.003
63 C 11.993 7.723 11.970
64 C 11.154 1.417 12.908
65 C 5.153 3.822 14.275
66 C 4.226 4.230 13.054
67 C 15.345 12.757 16.936
68 C 16.416 10.702 11.074
69 C 11.654 0.151 12.200
70 C 13.227 7.170 15.861
71 C 7.206 7.035 6.328
72 C 16.354 6.948 5.489
73 C 12.470 10.707 15.398
74 C 10.424 4.830 9.001
75 C 15.464 7.134 7.736
76 C 15.747 9.392 13.173
77 C 7.019 10.596 18.482
78 C 6.546 3.821 10.627
79 C 14.976 0.553 12.752
80 C 13.998 0.823 5.879
81 C 6.697 8.274 15.061
82 C 15.044 8.981 6.137
83 C 4.740 -2.452 10.948
84 C 12.616 5.266 4.666
85 C 5.808 10.235 16.315
86 C 6.038 -2.236 8.623
87 C 8.417 9.942 7.151
88 C 8.739 6.966 15.799
89 C 12.190 -0.116 7.520
90 C 4.825 -0.990 11.406
91 C 8.435 10.206 4.633
92 C 12.326 1.264 8.255
93 C 12.916 3.315 12.457
94 C 12.809 2.485 7.422
95 C 8.305 -1.613 12.800
96 C 6.381 4.884 11.745
97 C 6.108 -0.900 12.196
98 C 12.848 7.555 3.869
99 C 13.306 1.227 4.570
100 C 7.248 10.391 16.946
101 C 2.966 4.926 13.619
102 C 12.717 -0.589 13.122
103 C 7.405 -1.312 11.541
104 C 8.187 8.398 15.514
105 C 8.968 9.155 14.357
106 C 12.495 9.370 16.164
107 H 6.319 4.143 9.611
108 H 12.468 4.305 12.548
109 H 6.552 6.385 10.184
110 H 6.690 9.766 3.395
111 H 3.556 3.240 11.242
112 H 11.477 10.340 11.740
113 H 5.946 -1.473 13.109
114 H 11.174 2.706 15.387
115 H 8.766 -3.555 10.704
116 H 11.244 10.090 5.175
117 H 15.467 -0.519 4.841
118 H 10.621 0.713 6.091
119 H 6.453 11.523 18.574
120 H 7.697 6.865 7.286
121 H 13.259 6.903 16.917
122 H 11.450 -1.186 9.256
123 H 6.815 7.403 3.579
124 H 8.434 6.171 15.118
125 H 9.290 5.346 5.552
126 H 14.802 7.626 8.448
127 H 7.591 3.514 10.590
128 H 2.741 2.565 12.637
129 H 3.856 -2.462 10.310
130 H 10.906 4.854 8.023
131 H 7.017 6.971 11.852
132 H 18.482 12.702 15.889
133 H 5.928 -4.910 10.923
134 H 10.796 -0.436 11.872
135 H 11.210 9.962 6.811
136 H 7.132 0.380 10.197
137 H 4.821 -0.376 10.505
138 H 9.172 10.212 3.831
139 H 4.504 -3.120 11.775
140 H 13.596 -0.782 15.715
141 H 15.571 11.578 12.738
142 H 16.610 12.885 11.095
143 H 8.839 11.833 16.707
144 H 18.774 7.404 12.598
145 H 19.568 10.919 13.490
146 H 12.078 2.856 6.704
147 H 19.612 9.280 14.148
148 H 8.257 4.158 12.730
149 H 8.522 -0.688 13.335
150 H 6.482 9.846 19.063
151 H 17.272 13.835 15.362
152 H 15.534 8.754 10.473
153 H 16.494 7.364 8.010
154 H 18.981 8.029 11.026
155 H 12.953 3.362 8.053
156 H 8.164 11.238 4.856
157 H 11.792 5.360 5.374
158 H 6.362 7.722 6.393
159 H 8.274 9.368 13.545
160 H 4.661 3.021 14.826
161 H 8.736 -0.207 10.032
162 H 13.337 8.525 3.960
163 H 15.996 0.029 6.374
164 H 12.208 -1.159 13.899
165 H 9.222 8.722 18.099
166 H 8.876 9.548 8.058
167 H 17.303 7.448 5.686
168 H 10.659 1.967 12.107
169 H 16.460 5.887 5.714
170 H 14.531 5.895 2.755
171 H 10.396 1.143 13.643
172 H 15.181 5.017 4.158
173 H 20.517 9.832 12.623
174 H 12.729 7.298 2.817
175 H 2.468 4.311 14.369
176 H 14.826 -1.362 14.602
177 H 19.300 11.649 11.098
178 H 8.140 5.271 4.343
179 H 10.621 3.747 13.974
180 H 4.056 6.683 11.374
181 H 6.511 7.532 14.284
182 H 9.433 2.880 7.490
183 H 5.065 -4.695 9.442
184 H 12.226 1.288 4.703
185 H 17.359 8.433 14.073
186 H 4.501 2.212 12.332
187 H 16.845 12.228 9.477
188 H 15.127 9.289 5.095
189 H 13.445 0.495 3.774
190 H 9.654 6.212 4.002
191 H 9.582 5.521 9.032
192 H 8.408 6.713 16.806
193 H 15.343 -0.362 12.288
194 H 6.450 9.436 5.083
195 H 13.357 8.044 10.385
196 H 15.431 6.071 7.977
197 H 15.274 12.240 10.102
198 H 7.313 5.401 13.518
199 H 11.487 8.978 16.036
200 H 13.773 2.307 15.901
201 H 9.625 8.496 13.790
202 H 17.631 13.768 17.056
203 H 15.771 9.529 6.737
204 H 12.199 -2.184 8.125
205 H 14.404 10.490 12.045
206 H 12.799 6.751 7.444
207 H 17.396 10.146 14.467
208 H 12.347 10.438 14.349
209 H 13.182 -1.176 9.269
210 H 9.955 10.228 11.189
211 H 8.258 2.320 8.746
212 H 7.771 11.616 15.264
213 H 10.657 -0.939 6.210
214 H 5.178 9.630 16.968
215 H 12.959 1.241 9.142
216 H 9.286 10.161 14.632
217 H 6.293 0.092 12.609
218 H 8.266 0.812 11.419
219 H 7.245 3.272 14.732
220 H 11.961 4.171 14.999
221 H 14.532 10.830 15.059
222 H 8.353 11.011 7.352
223 H 6.672 2.414 13.346
224 H 13.480 6.514 10.977
225 H 9.266 -2.066 12.556
226 H 12.817 2.915 11.448
227 H 10.648 11.409 6.155
228 H 11.036 5.379 11.037
229 H 13.284 12.465 17.229
230 H 7.955 10.844 18.983
231 H 13.146 4.418 5.099
232 H 7.233 12.545 16.602
233 H 8.240 3.952 8.122
234 H 12.193 4.896 3.732
235 H 5.059 -2.268 8.145
236 H 12.176 0.474 11.299
237 H 13.215 -1.298 12.461
238 H 8.420 8.046 3.248
239 H 6.674 6.089 6.224
240 H 6.321 7.712 15.916
241 H 12.650 8.375 12.546
242 H 7.811 -2.317 13.469
243 H 15.021 0.215 15.411
244 H 11.639 11.343 15.702
245 H 12.385 4.707 10.141
246 H 11.354 1.508 8.683
247 H 12.616 9.469 17.242
248 H 7.393 9.572 7.195
249 H 2.124 5.080 12.945
250 H 13.810 -2.081 6.155
251 H 6.071 2.864 10.844
252 H 6.593 -2.802 7.876
253 H 9.924 0.101 7.563
254 H 11.240 9.686 10.141
255 H 5.176 4.696 14.926
256 H 11.828 7.750 4.201
257 H 4.819 9.141 14.690
258 H 13.704 2.134 4.114
259 H 14.003 6.655 15.294
260 H 15.811 7.941 3.530
261 H 17.296 7.866 11.527
262 H 13.932 3.602 12.728
263 H 10.976 7.238 9.778
264 H 3.257 5.804 14.196
265 H 3.893 -0.792 11.935
266 H 15.528 10.087 9.158
267 H 9.814 6.994 15.620
268 H 15.394 8.465 12.722
269 H 15.589 13.054 17.956
270 H 15.037 13.710 16.507
271 H 11.803 6.843 12.584
272 H 8.069 5.958 10.801
273 H 6.401 -1.211 8.695
274 H 15.841 0.979 13.259
275 H 14.106 9.408 6.492
276 H 14.558 2.921 6.307
277 H 15.909 1.154 4.967
278 H 15.130 9.365 14.071
279 H 10.994 7.412 6.201
280 H 14.698 1.230 11.944
281 H 6.069 10.156 14.145
282 H 14.818 1.865 7.622
283 H 5.322 11.204 16.196
284 H 12.284 6.726 15.543
285 H 16.923 6.592 3.376
286 H 14.177 10.956 17.478
287 H 6.756 -4.866 9.365
288 H 16.890 9.183 9.504

No. 2
DFT (ωB97M-V with the def2-TZVPD basis set) results for a cluster of 2 separate species, C4H12NOS in total at a distorted geometry.

Computed properties:
* charge: -1
* lowest unoccupied orbital energy: 3.311 eV
* gap between HOMO and LUMO: 0.2082 hartree

Atoms and positions in Å:
1 S -1.107 2.101 -2.914
2 O 1.066 -2.747 2.230
3 N 0.843 -0.137 0.796
4 C -1.872 1.019 -1.604
5 C 2.007 0.154 -0.012
6 C -1.106 1.051 -0.288
7 C -0.416 -0.274 0.086
8 H -0.273 -0.895 -0.803
9 H -1.881 0.023 -2.026
10 H -1.725 1.343 0.569
11 H -1.106 -0.847 0.720
12 H 2.908 -0.263 0.442
13 H 2.194 1.218 -0.126
14 H -0.309 1.800 -0.319
15 H -2.902 1.346 -1.493
16 H 0.771 0.512 1.566
17 H 0.226 -2.967 2.659
18 H 1.927 -0.298 -1.004
19 H 0.755 -2.139 1.521

No. 3
DFT (ωB97M-V with the def2-TZVPD basis set) results for the ion C5H9FN with charge +1 at a distorted geometry.

Computed properties:
* charge: +1
* lowest unoccupied orbital energy: -5.105 eV
* gap between HOMO and LUMO: 0.3906 hartree
* SMILES string: C[C@H]1CCC=[N+]1F

Atoms and positions in Å:
1 F -0.826 -0.857 -2.138
2 N -0.394 -0.070 -1.235
3 C -0.913 0.089 0.119
4 C 0.374 1.012 0.661
5 C 1.625 0.616 -0.282
6 C -1.233 -1.184 1.107
7 C 0.875 -0.003 -1.424
8 H -1.653 -1.938 0.428
9 H 2.260 1.517 -0.483
10 H 1.049 -0.503 -2.405
11 H -1.862 0.734 0.178
12 H -2.035 -0.839 1.820
13 H -0.193 -1.366 1.574
14 H 2.374 -0.240 -0.108
15 H 0.524 1.025 1.758
16 H 0.029 2.009 0.431

No. 4
DFT (ωB97M-V with the def2-TZVPD basis set) results for a cluster of 2 separate species, C31H51ClN5OSi in total at a distorted geometry.

Computed properties:
* charge: +1
* lowest unoccupied orbital energy: -5.156 eV
* gap between HOMO and LUMO: 0.2098 hartree

Atoms and positions in Å:
1 Cl -4.993 -5.156 -1.879
2 Si 2.707 1.693 1.376
3 O 4.710 5.735 -2.527
4 N -2.136 -2.021 -0.492
5 N -2.935 0.685 -2.603
6 N -4.432 -2.844 -0.538
7 N -3.234 -2.646 -2.494
8 N -5.625 -0.487 2.918
9 C 2.986 -2.115 -0.058
10 C 2.688 0.185 -1.120
11 C 1.977 -1.169 -0.760
12 C -3.539 -5.018 0.534
13 C 4.567 2.078 1.362
14 C 1.383 4.427 4.189
15 C -2.856 0.218 -1.425
16 C 4.388 6.321 -3.793
17 C 0.698 3.769 1.556
18 C -2.909 -6.268 -0.137
19 C 3.616 4.935 -2.082
20 C -6.358 -0.724 1.827
21 C -4.639 -4.317 -0.329
22 C -3.271 -2.489 -1.142
23 C 3.134 5.618 -4.290
24 C 0.365 5.085 3.523
25 C 2.436 5.268 -2.983
26 C -4.762 -2.063 0.641
27 C -1.007 -3.006 -0.589
28 C 0.009 4.758 2.239
29 C -3.968 -1.883 1.780
30 C 2.378 -3.150 0.915
31 C -6.010 -1.445 0.701
32 C 1.131 -3.905 0.377
33 C -1.706 -0.700 -0.998
34 C 2.065 1.417 -0.382
35 C 2.516 0.167 2.506
36 C 2.056 3.432 3.506
37 C -4.443 -1.102 2.815
38 C 1.725 3.089 2.202
39 C -0.219 -3.174 0.718
40 H 1.680 4.639 5.212
41 H -0.807 5.266 1.726
42 H -0.176 5.864 4.059
43 H 4.880 2.592 2.279
44 H -0.738 -3.850 1.407
45 H 0.444 3.521 0.526
46 H 3.413 5.144 -1.029
47 H 1.119 -0.928 -0.118
48 H 4.210 7.390 -3.637
49 H 3.905 3.881 -2.179
50 H 2.535 6.238 -4.957
51 H 0.963 1.356 -0.350
52 H 1.149 -4.915 0.803
53 H 3.160 -3.902 1.099
54 H 4.846 2.687 0.491
55 H -2.990 -2.346 1.853
56 H -1.451 -3.990 -0.813
57 H -5.573 -4.401 0.233
58 H -3.669 0.491 -0.740
59 H -3.773 -0.963 3.669
60 H -1.137 -0.161 -0.223
61 H 2.604 0.312 -2.205
62 H -4.035 -5.404 1.435
63 H -2.589 -3.348 -2.839
64 H 1.263 -4.027 -0.711
65 H 3.746 0.146 -0.832
66 H 3.533 -2.656 -0.845
67 H -7.361 -0.286 1.838
68 H 3.404 4.704 -4.824
69 H 1.568 -1.631 -1.670
70 H 3.736 -1.544 0.503
71 H -3.679 -7.032 -0.275
72 H 2.850 2.869 4.002
73 H 0.045 -2.224 1.191
74 H -2.437 -5.993 -1.084
75 H -6.707 -1.530 -0.131
76 H 5.233 6.206 -4.473
77 H 2.130 -2.735 1.900
78 H -2.787 -4.307 0.882
79 H 1.905 6.142 -2.598
80 H -1.014 -0.777 -1.853
81 H 2.289 2.286 -1.022
82 H 5.106 1.123 1.277
83 H 2.028 0.455 3.446
84 H 1.880 -0.567 1.999
85 H 1.722 4.448 -3.071
86 H 3.500 -0.262 2.733
87 H -2.149 0.363 -3.175
88 H -0.321 -2.793 -1.419
89 H -2.184 -6.701 0.564
90 H -3.762 -2.052 -3.119

No. 5
DFT (ωB97M-V with the def2-TZVPD basis set) results for the molecule C5H11NO at a distorted geometry.

Computed properties:
* lowest unoccupied orbital energy: 1.003 eV
* gap between HOMO and LUMO: 0.3892 hartree
* SMILES string: C=NCCCCO

Atoms and positions in Å:
1 O -1.115 1.759 1.960
2 N 0.108 -0.376 -1.830
3 C 0.784 -0.233 0.612
4 C -0.658 -0.532 1.082
5 C 0.772 -1.002 -2.702
6 C -1.579 0.708 1.117
7 C 0.859 0.329 -0.801
8 H -0.483 1.505 2.632
9 H 1.246 0.490 1.305
10 H 1.376 -1.154 0.633
11 H 0.349 -1.815 -3.295
12 H -1.622 1.115 0.077
13 H -1.046 -1.322 0.426
14 H 1.850 -0.807 -2.806
15 H -0.577 -0.829 2.122
16 H -2.595 0.453 1.380
17 H 0.418 1.334 -0.795
18 H 1.913 0.376 -1.117

No. 6
DFT (ωB97M-V with the def2-TZVPD basis set) results for the molecule C5H6O2.

Computed properties:
* lowest unoccupied orbital energy: 0.309 eV
* gap between HOMO and LUMO: 0.3775 hartree
* SMILES string: O=CCC#CCO

Atoms and positions in Å:
1 O -3.323 -0.582 -0.644
2 O 2.702 0.367 -0.996
3 C -0.283 0.781 0.821
4 C 1.993 0.007 0.152
5 C 0.898 0.907 0.582
6 C -1.348 -0.214 0.656
7 C -2.287 0.016 -0.510
8 H 2.063 0.715 -1.631
9 H 1.403 -0.932 -0.001
10 H -1.889 -0.503 1.558
11 H -1.917 0.729 -1.275
12 H -0.731 -1.094 0.347
13 H 2.718 -0.197 0.941